No. 1
76
Properties=species:S:1:pos:R:3:mulliken_charge:R:1 method="wB97M-V/def2-TZVPD" gap_ev=10.276 energy_ev=-61710.938
C 3.42560 0.75320 6.32027 -1.218
C 2.39492 0.00922 5.46261 -0.288
C 2.05444 0.79263 4.20278 -0.233
O 0.79175 0.37507 3.67483 -0.218
Si -0.11194 1.40946 2.79910 0.120
I -2.27512 0.33101 2.51488 -0.089
O 0.53113 1.66882 1.32779 -0.014
Si 1.72425 2.75298 0.90823 0.538
C 3.33463 1.85559 0.63914 -0.770
C 3.14474 0.37677 0.24741 0.333
C 4.45124 -0.35132 -0.12119 0.558
C 5.55602 -0.12542 0.91591 -1.586
C 4.93849 0.02160 -1.52498 -1.379
H 4.09800 1.35566 5.70039 0.322
H 4.04148 0.06187 6.89763 0.336
H 2.93857 1.43377 7.02287 0.330
H 1.46941 -0.15071 6.02169 0.332
H 2.77614 -0.97692 5.18451 0.282
H 2.04349 1.87066 4.42456 0.432
H 2.82082 0.62673 3.43414 -0.034
H -0.31335 2.67280 3.52275 -0.155
H 1.26476 3.48907 -0.28706 -0.282
H 1.85847 3.71908 2.03052 -0.260
H 3.91646 1.92604 1.56597 0.371
H 3.89834 2.37960 -0.14244 0.445
H 2.65990 -0.15622 1.07467 0.223
H 2.45646 0.30686 -0.60393 -0.371
H 4.22032 -1.42677 -0.12230 0.344
H 5.18169 -0.27606 1.93556 0.330
H 5.96862 0.88548 0.85086 0.300
H 6.37814 -0.82968 0.76069 0.455
H 5.03769 1.10569 -1.63982 0.279
H 4.23588 -0.32821 -2.28238 0.238
H 5.91339 -0.42946 -1.73610 0.451
O 1.04031 0.84067 -2.86166 -0.585
C 0.43706 -0.19852 -2.75412 0.941
O -0.29875 -0.38394 -1.65085 -0.185
C -1.17125 -1.51747 -1.48611 -0.315
C -0.46851 -2.73869 -0.94150 -0.787
C 0.52538 -1.28052 -3.80118 -1.508
H -1.69415 -1.72697 -2.41910 0.384
H -1.91792 -1.16708 -0.77533 0.254
H 0.29716 -3.12005 -1.61815 0.284
H -1.21623 -3.51454 -0.79003 0.173
H 0.00903 -2.50435 0.01159 0.219
H 1.42792 -1.86137 -3.60611 0.277
H 0.63218 -0.79801 -4.76909 0.350
H -0.32351 -1.95626 -3.82605 0.421
O -4.20941 2.19766 -5.40236 -0.586
C -3.43636 2.87983 -4.78707 0.693
O -2.55609 2.27491 -3.96697 -0.316
C -1.51396 2.98517 -3.27698 0.338
C -2.00317 3.60176 -1.98411 -0.873
C -3.46689 4.38906 -4.87421 -0.901
H -1.05298 3.72252 -3.93557 0.319
H -0.76198 2.22945 -3.07338 -0.344
H -2.76812 4.36021 -2.15620 0.352
H -1.16911 4.06909 -1.45850 0.239
H -2.42738 2.83042 -1.34099 0.258
H -4.23638 4.74854 -4.19043 0.251
H -3.76027 4.65622 -5.88586 0.306
H -2.52958 4.87838 -4.62861 0.312
O -3.01562 -4.80593 -1.24777 -0.605
C -3.82484 -4.63899 -0.37509 0.882
O -4.53423 -3.49730 -0.41285 -0.348
C -5.52382 -3.12661 0.55351 -0.443
C -4.88044 -2.48677 1.76251 -0.695
C -3.99395 -5.59581 0.77687 -1.115
H -6.16041 -3.97191 0.82024 0.338
H -6.14256 -2.40861 0.01835 0.331
H -4.25706 -3.19572 2.30983 0.293
H -5.63972 -2.10258 2.44392 0.387
H -4.22740 -1.67548 1.43833 -0.056
H -3.22737 -5.36461 1.51720 0.271
H -3.81746 -6.60174 0.40565 0.352
H -4.96699 -5.55293 1.25867 0.317

***

No. 2
14
Properties=species:S:1:pos:R:3:mulliken_charge:R:1 method="wB97M-V/def2-TZVPD" charge=+1 gap_ev=8.569 relative_energy_kcal_mol=12.7 smiles="NC(N)=[NH+]/P=N/P" energy_ev=-25681.797
C -1.52043 0.00586 0.24350 0.764
N 2.28941 -0.22238 0.13891 -0.145
N -2.48468 -0.82688 0.50313 -0.350
N -1.79914 1.30447 0.01645 -0.337
N -0.18587 -0.37075 0.05697 -0.233
P 1.11720 0.72822 -0.08637 -0.004
P 3.98329 -0.28235 0.12824 -0.027
H -3.43822 -0.33102 0.38370 0.268
H -2.28374 -1.76396 0.72781 0.235
H -2.65354 1.80083 0.29343 0.252
H -1.05063 1.85939 -0.27871 0.137
H -0.10057 -1.28528 -0.21607 0.291
H 4.12020 0.65259 -0.95162 0.056
H 4.00671 -1.26873 -0.95938 0.091

***

No. 3
22
Properties=species:S:1:pos:R:3:mulliken_charge:R:1 method="wB97M-V/def2-TZVPD" gap_ev=9.670 relative_energy_kcal_mol=0.0 smiles="CSC1S(=O)(=O)CCCS1(=O)=O" energy_ev=-46039.521
C 2.35790 0.48781 -0.38768 -0.653
C 1.90138 1.32720 0.80756 -0.800
C 1.70361 -0.84189 -0.51882 -0.945
C -0.82371 0.67158 -0.40288 -0.828
C -3.12799 0.48739 -1.91369 -0.850
O 0.70313 3.03828 -0.75294 -0.585
O -0.48308 2.60131 1.44002 -0.661
O -0.82693 -1.82266 -0.43279 -0.662
O 0.00783 -0.86757 -2.52948 -0.594
S -1.65051 1.59437 -1.72979 0.058
S 0.29449 2.15556 0.28686 1.058
S -0.08261 -0.84003 -1.12012 1.355
H 2.15971 1.08466 -1.42313 0.276
H 3.41656 0.57750 -0.23296 0.434
H 1.58173 0.79456 1.76494 0.363
H 2.35136 2.21565 1.12987 0.502
H 2.19041 -1.36386 -1.23206 0.536
H 1.73419 -1.52572 0.33187 0.447
H -1.43303 0.43820 0.43607 0.571
H -2.85477 -0.31202 -1.18388 0.243
H -3.27200 0.15132 -2.84485 0.360
H -3.94745 1.05353 -1.67606 0.374

***

No. 4
74
Properties=species:S:1:pos:R:3:mulliken_charge:R:1 method="wB97M-V/def2-TZVPD" gap_ev="7.703 / 7.704" relative_energy_kcal_mol=35.8 energy_ev=-86033.841
Rh 1.41143 -0.47686 -1.61058 -0.217
C -0.60171 3.77840 3.08959 -1.702
C 0.49755 2.97531 2.45743 0.767
C 0.58898 1.60562 2.66823 -0.255
C 1.61316 0.86247 2.09657 -0.383
C 2.55111 1.49849 1.29869 0.002
C 2.47671 2.86480 1.07617 -0.456
C 1.45586 3.59163 1.65727 -0.784
S 3.79896 0.52807 0.49823 1.095
O 3.80651 -0.75491 1.14810 -0.638
O 5.00128 1.31713 0.42949 -0.749
N 3.27231 0.26567 -1.00802 0.296
C 3.37727 1.19593 -2.02789 0.486
C 4.32797 2.17247 -2.31856 -0.942
C 4.17037 2.85144 -3.51043 -0.297
C 3.11125 2.56515 -4.37577 -0.810
C 2.20237 1.59650 -4.00302 -0.439
N 2.34263 0.96252 -2.84554 0.489
H -1.27808 3.14122 3.65612 0.346
H -1.18699 4.30861 2.33534 0.347
H -0.19937 4.53142 3.76696 0.451
H -0.15284 1.10651 3.27941 0.323
H 1.67997 -0.20394 2.25053 0.442
H 3.21330 3.35289 0.45497 0.477
H 1.39422 4.65801 1.47755 0.396
H 5.15447 2.35040 -1.65037 0.570
H 4.89784 3.60286 -3.78675 0.417
H 2.99735 3.08097 -5.31653 0.414
H 1.35554 1.30984 -4.60913 0.492
Cl 1.49427 -1.83478 -3.41564 -0.410
O 1.61602 -2.19678 -0.46626 -0.145
S 2.85943 -3.02867 -0.83266 0.518
C 3.36620 -3.74748 0.75213 -0.567
C 2.72566 -5.12729 0.86051 -0.664
C 2.72473 -5.70172 -0.55554 -0.603
C 2.17409 -4.59303 -1.44509 -0.668
H 3.07939 -3.02164 1.50803 0.227
H 4.45443 -3.79875 0.71599 0.487
H 1.70137 -5.03262 1.22576 0.267
H 3.27351 -5.75672 1.56271 0.405
H 2.11703 -6.60235 -0.64316 0.352
H 3.74236 -5.96245 -0.85555 0.290
H 1.09788 -4.46351 -1.32345 0.252
H 2.40159 -4.67509 -2.50387 0.430
O 0.50876 1.52922 -0.91657 -0.656
C -0.53835 0.88489 -0.71867 0.288
N -1.68212 1.29005 -0.14660 0.462
C -2.62577 0.18386 -0.07847 2.848
C -1.79361 -0.95467 -0.77356 -0.796
O -2.19176 -2.07910 -0.92851 -0.686
N -0.58438 -0.42183 -1.09338 0.118
C -3.88237 0.41923 -0.88700 -0.908
C -4.00781 1.50202 -1.74334 -0.253
C -5.16544 1.67316 -2.49029 -1.019
C -6.19907 0.75919 -2.39084 -0.373
C -6.06962 -0.33647 -1.54719 -0.985
C -4.91920 -0.50658 -0.80024 -0.008
C -2.88128 -0.14956 1.38195 -0.202
C -3.90025 0.49327 2.07405 -0.328
C -4.07236 0.28083 3.43288 -0.880
C -3.22882 -0.58237 4.11314 -0.485
C -2.21006 -1.22785 3.42744 -0.866
C -2.03647 -1.01288 2.07053 -0.342
H -1.80177 2.19641 0.27145 0.314
H -3.19940 2.21291 -1.83952 0.437
H -5.25287 2.52288 -3.15212 0.419
H -7.10076 0.89393 -2.97224 0.403
H -6.86834 -1.05942 -1.47263 0.397
H -4.80959 -1.36697 -0.15562 0.477
H -4.56585 1.16507 1.54700 0.464
H -4.87083 0.78605 3.95683 0.423
H -3.36835 -0.75743 5.16999 0.418
H -1.54994 -1.90558 3.94906 0.451
H -1.23969 -1.52797 1.55048 0.557

***

No. 5
14
Properties=species:S:1:pos:R:3:mulliken_charge:R:1 method="wB97M-V/def2-TZVPD" gap_ev=8.426 relative_energy_kcal_mol=134.8 energy_ev=-10852.522
C -0.70978 -0.31628 -0.37473 0.281
C 0.02965 0.89990 -0.48470 -0.137
C 1.83707 -1.30634 0.13834 -0.147
O -1.09858 -0.65280 0.88429 -0.471
O -1.75644 1.47347 -0.71047 -0.705
O 0.61057 1.43939 0.59504 -0.426
N 0.97240 -1.23626 -0.77122 -0.613
H -1.93358 -1.13717 0.83844 0.348
H -1.92539 2.07901 0.02710 0.261
H 0.23683 1.02925 1.39244 0.392
H -1.21123 -0.74450 -1.22764 0.404
H 0.44650 1.20206 -1.43250 0.377
H 1.83143 -0.70756 1.06901 0.143
H 2.67053 -2.02217 0.05659 0.293

***

No. 6
78
Properties=species:S:1:pos:R:3:mulliken_charge:R:1 method="wB97M-V/def2-TZVPD" multiplicity=3 gap_ev="5.840 / 5.883" relative_energy_kcal_mol=74.3 energy_ev=-220168.429
W -0.99053 -0.17764 -0.30440 0.805
C -1.71292 -0.49591 6.76417 -1.584
C -1.21609 -0.61431 5.34968 0.498
C -0.91967 -1.85849 4.79549 -1.148
C -0.52106 -1.98070 3.47624 -0.784
C -0.41866 -0.86355 2.65962 -0.097
N -0.01297 -0.96767 1.30226 1.288
C 1.37634 -1.26346 1.24852 0.464
C 2.28402 -0.68523 2.13792 -0.149
C 3.63575 -0.95214 2.06540 -1.348
C 4.14552 -1.79560 1.07735 0.387
C 5.62348 -2.03301 0.93771 -1.633
C 3.24917 -2.35791 0.18523 -0.598
C 1.88452 -2.11187 0.28350 0.284
N 1.00089 -2.72087 -0.63836 0.171
C 1.28957 -3.79727 -1.39495 -0.446
C 0.44647 -3.79664 -2.47566 -1.617
C -0.34031 -2.65516 -2.31536 -0.586
N -0.02979 -2.02097 -1.19093 0.964
C -0.64659 0.37792 3.23487 -0.341
C -1.05997 0.50893 4.55076 -0.600
N -0.39991 1.53426 2.45157 0.109
C 0.10732 2.70334 2.88441 -0.154
C 0.10055 3.57798 1.82673 -1.546
C -0.44345 2.85440 0.76671 -0.135
N -0.75930 1.61973 1.15028 0.574
H -1.20910 -1.20803 7.41734 0.395
H -2.78361 -0.70293 6.81314 0.272
H -1.55041 0.50592 7.15941 0.389
H -1.00084 -2.74669 5.41064 0.408
H -0.26308 -2.95032 3.07505 0.619
H 1.91872 -0.00753 2.89697 0.457
H 4.31059 -0.47926 2.76815 0.398
H 6.12382 -1.96898 1.90332 0.410
H 6.07066 -1.28358 0.28185 0.275
H 5.82945 -3.01357 0.50978 0.386
H 3.62692 -2.96400 -0.62730 0.602
H 2.07090 -4.47816 -1.10849 0.629
H 0.39932 -4.51333 -3.27486 0.492
H -1.12115 -2.27797 -2.94772 0.715
H -1.28090 1.49371 4.94408 0.534
H 0.43643 2.81161 3.90333 0.495
H 0.45118 4.59368 1.81024 0.469
H -0.61178 3.17351 -0.24439 0.415
O -1.78167 -3.47245 0.90954 -0.366
C -3.08984 -3.54113 1.46923 -1.289
C -4.11169 -2.88816 0.52592 2.618
C -5.38657 -3.74996 0.64408 -1.241
O -6.48098 -3.28292 -0.11704 -0.529
C -4.47354 -1.45988 0.92902 -2.379
Se -3.01668 -0.22907 1.32570 -0.029
C -3.63115 -2.92531 -0.92647 -1.330
Se -3.00751 -1.23450 -1.66522 0.052
H -1.17882 -3.94246 1.49180 0.194
H -3.11668 -3.04744 2.44808 0.345
H -3.36398 -4.59476 1.60902 0.526
H -5.65913 -3.84589 1.70420 0.417
H -5.17018 -4.75072 0.26505 0.470
H -6.75251 -2.42034 0.21246 0.367
H -5.02591 -1.46417 1.87489 0.647
H -5.08883 -0.99705 0.15692 0.568
H -4.48719 -3.11899 -1.57577 0.664
H -2.88532 -3.70068 -1.08520 0.263
F -4.18910 4.11821 -1.71233 -0.205
C -2.96065 4.32428 -2.13193 0.532
F -2.94281 4.86064 -3.33349 -0.193
F -2.28386 5.07301 -1.26975 -0.203
S -1.43951 1.65766 -2.53297 0.634
O -1.95051 1.46429 -1.01650 -0.393
O -2.55917 1.39806 -3.41703 -0.502
N -0.52706 0.23900 -2.37952 -0.424
S 1.17590 0.69902 -2.11795 0.523
O 0.94718 0.53630 -0.57776 -0.145
O 1.96584 -0.38083 -2.67768 -0.706
C 2.61042 2.00327 -1.71493 0.633
F 2.01992 3.17845 -1.43140 -0.241
F 3.39949 1.68408 -0.68603 -0.190
F 3.37264 2.16934 -2.79344 -0.230